This record from OMol25 describes 11 unconnected molecules or ions with the total composition C80H181N11O14. The level of theory is wB97M-V/def2-TZVPD.

As for the frontier orbital gap: 8.5 eV. The value obtained for the relative energy (zero: lowest compared OMol25 entry of this formula, charge and spin) is 7.511 eV. The value obtained for the LUMO energy is 0.58 eV. As for the SMILES: CC1(C)CCCC(C)(C)N1O.CC1(C)CCCC(C)(C)N1O.CC1(C)CCCC(C)(C)N1O.CC1(C)CCCC(C)(C)N1O.CC1(C)CCCC(C)(C)N1O.CC1(C)CCCC(C)(C)N1O.COC[C@H](C)N.COC[C@H](C)N.COCCNCCOC.COCCNCCOC.COCCNCCOC.

```
! wB97M-V def2-TZVPD RIJCOSX def2/J DEFGRID3
* xyz 0 1
C 23.378 27.507 -5.971
C 23.042 26.024 -5.649
C 23.172 25.889 -4.140
C 21.572 25.932 -6.035
C 21.013 24.488 -5.838
C 21.912 23.549 -6.567
C 23.441 23.664 -6.427
C 23.855 22.744 -5.203
C 23.938 22.952 -7.737
N 23.891 25.097 -6.417
O 25.260 25.203 -6.216
H 23.274 27.737 -7.031
H 22.818 28.132 -5.275
H 24.447 27.686 -5.853
H 22.737 24.962 -3.767
H 24.228 25.806 -3.883
H 22.551 26.578 -3.568
H 20.980 26.616 -5.427
H 21.484 26.051 -7.114
H 21.004 24.225 -4.780
H 19.994 24.473 -6.226
H 21.667 23.667 -7.623
H 21.594 22.540 -6.305
H 24.911 22.674 -4.941
H 23.460 21.758 -5.448
H 23.345 22.979 -4.269
H 23.336 22.118 -8.096
H 24.999 22.749 -7.595
H 23.961 23.669 -8.558
H 25.602 25.664 -6.986
C 25.427 19.024 -4.993
C 26.810 18.325 -5.165
C 27.058 17.183 -4.200
C 26.821 17.658 -6.600
C 27.002 18.631 -7.731
C 28.264 19.474 -7.600
C 28.310 20.179 -6.247
C 29.793 20.585 -6.065
C 27.461 21.500 -6.289
N 27.954 19.293 -5.110
O 28.076 19.952 -3.851
H 24.855 19.387 -5.846
H 24.788 18.337 -4.439
H 25.619 19.842 -4.299
H 28.051 16.786 -4.410
H 27.016 17.382 -3.129
H 26.368 16.352 -4.351
H 27.689 16.999 -6.605
H 25.956 17.002 -6.704
H 27.031 18.059 -8.659
H 26.111 19.259 -7.702
H 28.350 20.146 -8.454
H 29.130 18.825 -7.731
H 30.188 20.941 -7.016
H 30.389 19.717 -5.785
H 29.983 21.367 -5.329
H 26.438 21.372 -5.935
H 27.322 21.866 -7.307
H 27.879 22.249 -5.617
H 28.983 19.739 -3.622
C 26.123 12.345 -7.576
C 24.723 12.800 -8.004
C 24.122 13.957 -7.083
C 24.980 13.332 -9.434
C 23.622 13.515 -10.137
C 22.773 12.237 -10.146
C 22.573 11.622 -8.786
C 21.430 12.471 -8.020
C 21.996 10.189 -8.967
N 23.803 11.585 -8.009
O 23.604 11.074 -6.690
H 26.520 11.589 -8.252
H 26.935 13.069 -7.511
H 26.007 11.922 -6.578
H 24.066 13.633 -6.044
H 24.726 14.851 -6.925
H 23.148 14.330 -7.399
H 25.460 14.307 -9.344
H 25.475 12.586 -10.055
H 23.018 14.365 -9.818
H 23.804 13.835 -11.163
H 23.255 11.525 -10.817
H 21.799 12.459 -10.583
H 21.423 12.354 -6.936
H 20.421 12.270 -8.379
H 21.568 13.549 -8.092
H 21.785 9.649 -8.044
H 22.782 9.624 -9.469
H 21.168 10.207 -9.676
H 24.126 10.269 -6.669
C 26.551 22.403 -12.112
C 25.777 21.113 -11.974
C 25.715 20.610 -10.543
C 24.285 21.382 -12.423
C 23.500 20.168 -12.832
C 24.247 19.254 -13.737
C 25.646 18.909 -13.364
C 25.560 17.668 -12.400
C 26.255 18.445 -14.686
N 26.402 20.115 -12.906
O 27.741 19.830 -12.625
H 26.012 23.232 -11.654
H 27.557 22.374 -11.692
H 26.655 22.599 -13.179
H 26.659 20.184 -10.205
H 25.469 21.383 -9.815
H 25.059 19.740 -10.495
H 23.693 21.902 -11.670
H 24.310 22.031 -13.298
H 23.361 19.592 -11.917
H 22.536 20.440 -13.262
H 24.267 19.776 -14.694
H 23.644 18.352 -13.843
H 24.694 17.598 -11.742
H 26.491 17.550 -11.846
H 25.567 16.741 -12.974
H 26.411 19.329 -15.303
H 25.681 17.702 -15.241
H 27.278 18.083 -14.586
H 28.182 20.216 -13.386
C 20.241 17.403 -5.600
C 21.217 18.023 -6.703
C 21.929 19.269 -6.123
C 22.234 17.002 -7.114
C 22.934 17.185 -8.452
C 21.955 17.362 -9.545
C 20.810 18.449 -9.288
C 21.399 19.819 -9.554
C 19.711 18.230 -10.362
N 20.382 18.254 -7.903
O 19.138 18.844 -7.683
H 19.488 16.740 -6.027
H 19.701 18.196 -5.083
H 20.816 16.873 -4.841
H 22.538 19.166 -5.226
H 21.192 19.989 -5.766
H 22.523 19.776 -6.883
H 23.013 16.921 -6.356
H 21.662 16.075 -7.081
H 23.709 16.451 -8.674
H 23.404 18.167 -8.399
H 21.499 16.413 -9.826
H 22.424 17.597 -10.501
H 20.610 20.563 -9.443
H 22.290 20.009 -8.957
H 21.752 20.014 -10.567
H 19.467 17.169 -10.414
H 18.781 18.768 -10.178
H 20.000 18.419 -11.396
H 19.301 19.739 -7.376
C 20.725 14.557 -12.531
C 21.469 15.022 -13.761
C 22.054 16.434 -13.481
C 22.650 14.015 -13.932
C 23.230 13.795 -15.330
C 22.079 13.653 -16.327
C 21.040 14.784 -16.352
C 21.696 15.958 -17.045
C 19.803 14.378 -17.238
N 20.535 14.974 -14.969
O 19.627 16.048 -14.890
H 20.459 13.510 -12.679
H 21.228 14.794 -11.594
H 19.745 15.032 -12.492
H 22.774 16.487 -12.664
H 22.477 16.800 -14.417
H 21.220 17.105 -13.277
H 23.467 14.450 -13.357
H 22.467 13.008 -13.557
H 23.884 14.641 -15.544
H 23.850 12.899 -15.317
H 21.520 12.730 -16.171
H 22.622 13.615 -17.271
H 21.797 15.906 -18.129
H 22.641 16.221 -16.570
H 21.077 16.831 -16.840
H 19.204 13.538 -16.884
H 20.112 13.986 -18.207
H 19.094 15.197 -17.355
H 18.755 15.668 -14.756
C 21.512 13.053 -4.262
O 20.274 12.621 -3.717
C 19.302 12.367 -4.717
C 18.621 13.581 -5.442
C 17.915 14.420 -4.269
N 17.539 13.037 -6.225
H 21.350 13.915 -4.910
H 22.067 12.294 -4.813
H 22.109 13.426 -3.429
H 19.611 11.662 -5.488
H 18.592 11.749 -4.167
H 19.382 14.092 -6.031
H 17.485 13.668 -3.607
H 17.250 15.177 -4.684
H 18.685 14.906 -3.670
H 16.714 12.974 -5.646
H 17.295 13.706 -6.942
C 20.435 21.564 -2.883
O 19.777 21.904 -4.089
C 18.580 21.108 -4.360
C 17.875 21.628 -5.653
C 16.693 20.698 -5.985
N 18.808 21.635 -6.722
H 19.857 21.928 -2.033
H 21.363 22.127 -2.789
H 20.681 20.529 -2.648
H 18.816 20.045 -4.388
H 17.831 21.249 -3.581
H 17.520 22.633 -5.426
H 16.997 19.653 -6.033
H 16.169 20.962 -6.904
H 16.003 20.749 -5.143
H 18.441 22.321 -7.365
H 19.655 22.089 -6.411
C 13.870 17.736 -7.557
O 15.029 17.382 -8.243
C 16.140 17.013 -7.455
C 17.214 16.263 -8.277
N 16.872 14.860 -8.592
C 17.937 14.319 -9.431
C 17.469 12.887 -9.845
O 16.275 12.865 -10.606
C 15.994 11.547 -11.114
H 13.162 18.184 -8.255
H 13.976 18.423 -6.718
H 13.229 16.957 -7.144
H 15.872 16.485 -6.540
H 16.667 17.863 -7.022
H 18.087 16.287 -7.624
H 17.439 16.909 -9.125
H 15.985 14.922 -9.072
H 18.906 14.280 -8.931
H 18.114 14.951 -10.300
H 17.421 12.297 -8.930
H 18.351 12.430 -10.295
H 16.907 10.961 -11.222
H 15.371 11.597 -12.007
H 15.519 11.046 -10.271
C 15.904 18.359 -12.337
O 15.580 17.259 -13.096
C 16.422 16.126 -12.815
C 16.149 14.940 -13.736
N 16.791 15.073 -15.045
C 16.495 16.282 -15.828
C 15.031 16.271 -16.391
O 14.917 15.281 -17.437
C 13.697 15.419 -18.186
H 16.938 18.680 -12.458
H 15.858 18.160 -11.267
H 15.284 19.227 -12.564
H 16.296 15.754 -11.798
H 17.453 16.477 -12.763
H 15.083 14.789 -13.909
H 16.592 14.034 -13.322
H 16.442 14.339 -15.645
H 17.279 16.413 -16.574
H 16.640 17.160 -15.199
H 14.735 17.263 -16.732
H 14.321 15.995 -15.612
H 13.560 14.524 -18.793
H 13.717 16.301 -18.825
H 12.835 15.436 -17.519
C 21.642 13.497 0.718
O 21.920 14.508 -0.296
C 20.780 15.088 -0.797
C 21.171 16.168 -1.830
N 22.131 17.122 -1.251
C 22.656 18.125 -2.182
C 23.626 19.069 -1.470
O 23.652 20.337 -2.116
C 24.758 21.125 -1.620
H 22.544 12.958 1.010
H 20.956 12.717 0.387
H 21.222 13.913 1.634
H 20.220 15.496 0.045
H 20.176 14.317 -1.276
H 20.249 16.619 -2.198
H 21.613 15.623 -2.665
H 22.931 16.596 -0.928
H 21.850 18.721 -2.609
H 23.214 17.574 -2.939
H 24.581 18.556 -1.586
H 23.492 19.198 -0.396
H 24.719 21.288 -0.543
H 24.603 22.038 -2.195
H 25.744 20.709 -1.826
*
```